This record from the Open Molecules 2025 dataset describes 4 unconnected molecules or ions with the total composition C41H67BF3N2O4P in a non-equilibrium geometry. The level of theory is the ωB97M-V functional and the def2-TZVPD basis.

Properties
Orbital gap in eV: 7.9
Net charge: 0
SMILES: CC[C@H](C)[C@@H](O[C@@H](C[C@@H](O)C(F)(F)F)B(C)O)[C@@](CNC)(N(CCC(C)C)COC)P(C)CC.c1ccccc1.c1ccccc1.c1ccccc1
LUMO energy in eV: 0.2
Relative energy (zero: lowest compared OMol25 entry of this formula, charge and spin) in kJ/mol: 1119.7

Each line ends with the Mulliken charge.
Positions of all 119 atoms, in Å:
C  -3.32754  3.53508  0.02310  -1.0565
C  -1.79927  3.16192  -0.48251  -0.4152
C  -1.54328  1.60822  -0.91767  0.7279
C  -2.91804  0.79507  -1.43406  -0.9830
C  -0.46812  0.69689  -0.11565  -0.2835
O  0.83184  0.89548  -0.83992  -0.3794
C  1.17157  -0.11530  -1.79633  1.3019
C  0.43808  -0.21015  -3.23993  -1.1136
C  -0.55384  -1.54337  -3.43803  0.2757
O  -0.97884  -1.46651  -4.87654  -0.6084
C  0.23834  -2.97198  -3.28708  0.8260
F  -0.24510  -3.82859  -4.43440  -0.2651
F  1.71536  -2.86506  -3.26455  -0.2095
F  -0.33535  -3.62958  -2.05358  -0.2429
B  2.77066  0.22122  -2.22552  0.3832
C  3.96950  -0.94656  -2.14120  -0.8068
O  3.03523  1.60278  -2.68662  -0.4599
C  -0.31932  0.73612  1.50655  1.4453
C  0.42539  2.11489  1.96889  -0.3685
N  -0.13980  3.06679  2.90655  0.0073
C  -1.50287  3.57122  2.87688  -0.4660
N  -1.44051  0.39270  2.36219  1.4500
C  -2.79465  0.12647  1.86665  -0.5353
C  -3.11150  -1.32786  1.17110  0.4672
C  -3.49878  -2.50740  2.29322  0.4227
C  -5.08016  -2.50152  2.72159  -1.2236
C  -3.25589  -3.95366  1.48802  -0.9362
C  -1.43161  0.32157  3.79921  -1.5731
O  -0.27781  0.57540  4.64498  -0.0237
C  -0.72102  1.25481  5.90499  -0.6802
P  0.88291  -0.74451  2.02902  0.1380
C  0.15009  -2.41859  1.31980  -0.5956
C  2.59583  -0.72882  1.27147  -0.0207
C  3.47635  0.62827  1.22343  -0.4629
H  -4.13985  3.21846  -0.79164  0.3000
H  -3.60179  3.18376  1.09463  0.1140
H  -3.37299  4.72773  0.03260  0.4010
H  -1.73685  3.85482  -1.46384  0.3566
H  -0.94391  3.64422  0.17585  0.3020
H  -1.04504  1.75918  -2.00726  -0.0719
H  -2.68552  -0.35072  -1.39467  -0.1610
H  -3.85581  0.97072  -0.77475  0.4461
H  -3.20566  1.05983  -2.54000  0.1875
H  -0.75052  -0.43111  -0.39466  -1.0132
H  1.08093  -1.20131  -1.30776  -0.7868
H  -0.06268  0.78333  -3.64179  0.5929
H  1.26760  -0.43057  -4.07745  0.1080
H  -1.53614  -1.49271  -2.81985  -0.1847
H  -1.56244  -0.63895  -5.00990  0.3518
H  4.82798  -0.57114  -1.40187  0.2066
H  3.57197  -1.98096  -1.74477  0.2005
H  4.47973  -1.01831  -3.19925  0.3024
H  3.00141  2.15715  -1.83335  0.3120
H  1.42362  1.76480  2.53163  -0.5742
H  0.83471  2.70805  1.01597  -0.0015
H  0.54758  3.86592  3.03016  0.3334
H  -2.39551  2.77795  2.84927  -0.1426
H  -1.65959  4.43069  2.06268  0.3365
H  -1.69789  4.14836  3.90832  0.2871
H  -3.52523  0.09567  2.81840  0.5542
H  -3.17824  1.06137  1.27910  -0.6922
H  -2.34461  -1.68581  0.37142  -0.8345
H  -4.13630  -1.16993  0.57556  0.4266
H  -2.77527  -2.49264  3.22820  0.1744
H  -5.23705  -3.25225  3.63335  0.3426
H  -5.68131  -2.91453  1.77621  0.3185
H  -5.38344  -1.40452  2.99538  0.2791
H  -4.14196  -4.70925  1.63907  0.3863
H  -3.02950  -3.76288  0.34094  0.1509
H  -2.26252  -4.45631  1.91865  0.2433
H  -2.24354  1.09506  4.22559  0.6168
H  -1.86471  -0.73834  4.14588  0.2856
H  0.08205  1.05289  6.76149  0.2273
H  -1.73763  0.80071  6.32453  0.2987
H  -0.85337  2.42032  5.73528  0.2027
H  1.02669  -3.20492  1.51938  0.4681
H  0.00359  -2.39016  0.16404  -0.1513
H  -0.76081  -2.79995  1.94047  -0.0607
H  2.57144  -1.36423  0.26046  -0.0594
H  3.23861  -1.45196  1.98434  0.4678
H  3.61867  1.02024  2.32508  0.2453
H  4.55058  0.34062  0.78847  0.3270
H  2.93612  1.46513  0.61052  -0.1450
C  -3.89077  -5.74705  -5.82118  -0.5939
C  -2.60722  -5.37098  -5.42644  -0.0001
C  -1.57054  -6.30364  -5.44232  -0.2590
C  -1.81564  -7.61117  -5.86281  -0.4921
C  -3.09844  -7.98621  -6.26112  -0.3971
C  -4.13714  -7.05592  -6.23638  -0.3383
H  -4.69919  -5.02080  -5.80542  0.3495
H  -2.41483  -4.35031  -5.10535  0.3158
H  -0.57200  -6.01205  -5.12831  0.3611
H  -1.00681  -8.33686  -5.87992  0.3482
H  -3.28891  -9.00478  -6.59033  0.3477
H  -5.13757  -7.34991  -6.54150  0.3452
C  4.42846  6.71895  -4.39554  -0.3950
C  4.86893  5.42626  -4.67787  -0.3392
C  4.00044  4.34508  -4.53095  -0.4777
C  2.68720  4.55799  -4.11075  -0.1210
C  2.24567  5.85115  -3.83204  -0.5072
C  3.11694  6.93133  -3.97004  -0.3307
H  5.10661  7.56095  -4.50688  0.3489
H  5.89023  5.26120  -5.01191  0.3605
H  4.34593  3.33725  -4.74456  0.3541
H  2.00880  3.71608  -4.00090  0.3846
H  1.22175  6.01707  -3.50616  0.3694
H  2.77424  7.93803  -3.74752  0.3569
C  5.14725  0.55495  7.37866  -0.4262
C  4.57041  -0.45230  6.60570  -0.4178
C  3.58085  -0.13779  5.67474  -0.5059
C  3.17480  1.18675  5.50968  0.1081
C  3.75437  2.19448  6.28004  -0.5758
C  4.73734  1.87868  7.21757  -0.3545
H  5.91601  0.30898  8.10650  0.3457
H  4.89176  -1.48346  6.72953  0.3721
H  3.12682  -0.92373  5.07737  0.4102
H  2.40713  1.43270  4.78077  0.3224
H  3.43897  3.22685  6.15011  0.3633
H  5.18471  2.66328  7.82143  0.3580